{
  "formula": "C24H29N5O9P3PbS2",
  "method": "the ωB97M-V functional and the def2-TZVPD basis",
  "multiplicity": 2,
  "homo_energy_ha": [-0.018, -0.097],
  "charge": -2,
  "homo_lumo_gap_ha": [0.1869, 0.2562],
  "s_squared": 0.78,
  "de_lowest_kj_mol": 27.0,
  "e_lumo_ev": [4.59, 4.33],
  "symbols": ["Pb", "C", "C", "C", "C", "N", "C", "N", "C", "N", "C", "N", "C", "C", "C", "C", "C", "N", "C", "C", "C", "C", "C", "C", "H", "H", "H", "H", "H", "H", "H", "H", "H", "H", "H", "H", "C", "C", "O", "P", "O", "O", "O", "P", "O", "O", "O", "H", "H", "H", "H", "H", "H", "H", "C", "C", "O", "P", "S", "S", "O", "C", "C", "H", "H", "H", "H", "H", "H", "H", "H", "H", "H"],
  "coordinates": [[-0.235, -0.146, 0.030], [-3.911, 2.167, -1.930], [-3.459, 3.469, -2.185], [-2.116, 3.722, -2.170], [-1.183, 2.678, -1.909], [-1.641, 1.441, -1.582], [-2.966, 1.216, -1.625], [0.116, 3.013, -2.033], [1.170, 2.227, -1.866], [1.290, 0.910, -1.466], [2.617, 0.584, -1.427], [3.234, -0.538, -1.003], [2.666, -1.723, -0.736], [3.573, -2.786, -0.434], [3.117, -4.049, -0.191], [1.738, -4.299, -0.234], [0.910, -3.234, -0.478], [1.329, -1.975, -0.714], [3.401, 1.716, -1.838], [4.779, 1.918, -1.957], [5.223, 3.162, -2.358], [4.310, 4.203, -2.641], [2.948, 4.002, -2.524], [2.497, 2.746, -2.121], [-4.960, 1.908, -1.926], [-4.164, 4.269, -2.381], [-1.709, 4.705, -2.364], [-3.273, 0.208, -1.371], [4.627, -2.541, -0.419], [3.815, -4.846, 0.040], [1.323, -5.278, -0.041], [-0.166, -3.366, -0.453], [5.470, 1.116, -1.729], [6.287, 3.350, -2.453], [4.689, 5.173, -2.942], [2.236, 4.793, -2.726], [1.454, 1.008, 4.686], [2.480, 0.347, 3.774], [3.748, 0.312, 4.432], [2.637, 1.349, 2.246], [3.906, 0.780, 1.490], [3.170, 2.762, 2.827], [1.426, 1.536, 1.415], [1.897, -1.375, 3.371], [3.296, -2.039, 2.841], [1.518, -2.057, 4.632], [0.942, -1.201, 2.232], [1.837, 1.962, 5.053], [1.245, 0.344, 5.525], [0.528, 1.184, 4.136], [4.239, -0.415, 4.025], [3.735, 0.381, 0.602], [2.886, 3.444, 2.207], [3.313, -2.060, 1.874], [-5.358, -4.343, -1.253], [-5.071, -4.213, 0.230], [-5.048, -2.843, 0.635], [-3.657, -2.075, 0.928], [-4.044, -0.290, 1.591], [-2.447, -2.259, -0.661], [-3.080, -3.050, 2.070], [-1.796, -2.748, 2.652], [-1.520, -3.705, 3.784], [-5.380, -5.399, -1.536], [-4.584, -3.835, -1.828], [-6.323, -3.893, -1.496], [-4.132, -4.700, 0.497], [-5.870, -4.677, 0.811], [-1.807, -1.715, 3.002], [-1.027, -2.833, 1.885], [-2.241, -3.564, 4.593], [-0.508, -3.533, 4.156], [-1.598, -4.736, 3.429]],
  "forces_ev_per_a": [[0.069, 0.200, 0.404], [-0.011, 0.046, -0.035], [-0.016, -0.018, 0.039], [0.044, 0.010, -0.035], [-0.044, -0.109, -0.034], [-0.013, 0.128, -0.173], [0.124, -0.090, 0.148], [0.027, 0.019, 0.102], [-0.036, -0.139, -0.070], [-0.065, 0.020, -0.112], [-0.123, 0.023, 0.019], [0.017, 0.178, 0.114], [-0.048, -0.061, 0.100], [0.040, 0.041, 0.003], [-0.018, -0.040, 0.015], [0.041, -0.007, -0.002], [-0.009, 0.146, 0.058], [0.062, -0.071, -0.116], [0.066, -0.042, 0.013], [0.037, 0.037, -0.032], [-0.045, -0.013, -0.002], [-0.008, -0.038, 0.017], [0.042, 0.028, -0.019], [-0.035, 0.111, 0.059], [0.008, 0.006, 0.011], [0.002, 0.007, -0.024], [-0.014, -0.009, -0.026], [0.027, -0.004, 0.026], [-0.009, -0.007, -0.023], [0.013, 0.007, 0.001], [-0.005, 0.004, 0.011], [-0.002, 0.025, -0.042], [-0.007, 0.001, 0.003], [-0.001, 0.003, 0.007], [0.003, -0.001, -0.011], [-0.008, -0.014, -0.004], [0.070, 0.020, 0.044], [-0.069, 0.031, -0.155], [0.007, 0.079, 0.046], [0.189, -0.050, 0.302], [-0.020, -0.048, -0.013], [-0.121, -0.185, -0.124], [0.009, 0.135, -0.043], [-0.187, 0.116, 0.268], [-0.030, 0.000, -0.036], [0.039, 0.015, -0.074], [0.048, -0.337, -0.282], [0.004, -0.002, -0.027], [0.027, -0.001, -0.019], [-0.010, -0.014, 0.019], [0.011, -0.003, -0.023], [-0.038, -0.165, -0.069], [0.009, 0.112, -0.015], [0.013, -0.003, -0.033], [-0.018, 0.075, 0.004], [0.042, 0.022, 0.018], [-0.057, 0.039, -0.032], [0.157, -0.090, -0.141], [-0.014, 0.135, -0.011], [-0.184, -0.094, -0.203], [-0.035, -0.166, 0.278], [-0.003, 0.090, -0.039], [-0.077, -0.085, -0.071], [-0.010, 0.013, -0.004], [0.018, -0.022, 0.007], [0.018, -0.016, 0.011], [0.025, 0.012, -0.045], [0.009, -0.063, 0.054], [0.050, 0.009, 0.008], [0.017, 0.007, -0.061], [0.057, -0.011, 0.004], [-0.057, 0.070, 0.053], [0.009, -0.003, 0.015]],
  "lowdin_charge": [1.367, -0.104, -0.115, -0.048, -0.366, -0.003, -0.202, 0.124, -0.316, -0.008, -0.343, 0.088, -0.375, -0.057, -0.102, -0.093, -0.191, -0.007, -0.136, -0.038, -0.121, -0.123, -0.039, -0.127, 0.088, 0.089, 0.092, 0.016, 0.105, 0.097, 0.089, 0.012, 0.102, 0.081, 0.079, 0.099, -0.081, -0.598, -0.063, 0.489, -0.122, -0.123, -0.367, 0.301, -0.162, -0.311, -0.438, 0.075, 0.074, 0.086, 0.072, 0.047, 0.078, 0.030, -0.102, -0.324, -0.357, -0.207, 0.193, 0.216, -0.363, -0.326, -0.071, 0.067, 0.033, 0.070, 0.099, 0.109, 0.092, 0.068, 0.073, 0.057, 0.070]
}

{
  "formula": "C17H16N6O5SSbSe4Tb",
  "method": "the ωB97M-V functional and the def2-TZVPD basis",
  "multiplicity": 7,
  "homo_energy_ha": [-0.046, -0.047],
  "charge": -2,
  "homo_lumo_gap_ha": [0.1746, 0.1757],
  "s_squared": 12.69,
  "de_lowest_kj_mol": 120.9,
  "e_lumo_ev": [3.49, 3.50],
  "symbols": ["Tb", "O", "C", "C", "C", "N", "C", "C", "C", "O", "O", "C", "O", "O", "H", "H", "H", "N", "C", "C", "C", "C", "C", "C", "C", "C", "N", "C", "H", "H", "H", "H", "H", "H", "H", "H", "N", "N", "C", "N", "S", "H", "H", "H", "H", "H", "Se", "Sb", "Se", "Se", "Se"],
  "coordinates": [[-0.013, -0.356, 0.305], [2.267, 2.970, 4.547], [1.685, 2.555, 3.427], [2.405, 2.381, 2.215], [1.687, 2.052, 1.115], [0.363, 1.840, 1.196], [-0.313, 1.936, 2.335], [0.296, 2.352, 3.496], [-1.721, 1.435, 2.150], [-2.642, 1.909, 2.805], [-1.815, 0.514, 1.250], [1.996, 1.802, -0.329], [2.199, 2.716, -1.111], [1.779, 0.575, -0.612], [3.200, 2.739, 4.581], [3.489, 2.404, 2.180], [-0.234, 2.398, 4.432], [-1.347, 1.479, -1.365], [-2.618, 1.062, -1.737], [-3.746, 1.830, -1.636], [-5.018, 1.323, -2.039], [-5.117, 0.104, -2.647], [-3.960, -0.709, -2.750], [-3.967, -2.004, -3.324], [-2.844, -2.747, -3.365], [-1.714, -2.251, -2.660], [-1.640, -1.062, -2.114], [-2.748, -0.267, -2.211], [-0.593, 1.233, -1.989], [-1.241, 2.450, -1.047], [-3.666, 2.804, -1.161], [-5.859, 1.976, -1.927], [-6.075, -0.296, -2.980], [-4.885, -2.360, -3.748], [-2.795, -3.724, -3.830], [-0.844, -2.870, -2.599], [3.235, -1.015, -2.395], [3.518, -1.594, -1.157], [2.712, -2.473, -0.521], [3.137, -3.035, 0.586], [1.191, -2.934, -1.156], [2.524, -0.274, -2.223], [2.764, -1.714, -2.941], [4.227, -1.161, -0.577], [3.911, -2.594, 1.080], [2.447, -3.420, 1.228], [3.009, -0.126, 5.918], [3.782, -1.644, 4.156], [0.906, -1.467, 2.609], [5.243, -0.742, 2.377], [3.442, -3.999, 4.167]],
  "forces_ev_per_a": [[0.061, -1.616, 0.720], [0.227, 0.338, 0.667], [-0.489, -0.093, -0.754], [0.301, 0.079, 0.972], [-1.168, 0.266, 0.300], [0.067, 0.054, -0.263], [0.483, 0.059, -0.148], [0.553, -0.021, -0.434], [-0.994, -0.104, 0.499], [0.201, -0.016, -0.102], [-0.418, 0.199, 0.339], [0.498, 0.847, -0.117], [0.331, -0.062, -0.013], [0.008, -0.446, -0.879], [0.166, -0.299, -0.065], [-0.067, 0.199, 0.147], [0.002, 0.074, 0.096], [0.241, 0.875, 0.124], [0.188, 0.316, -0.009], [-0.520, -0.114, 0.278], [1.159, 0.177, -0.175], [-0.185, -0.105, 0.168], [-0.284, -0.286, 0.164], [-0.508, 0.549, -0.168], [0.678, -0.042, 0.612], [-0.088, 0.033, -0.495], [-0.297, -0.344, -0.118], [0.466, -0.025, -0.066], [-0.036, -0.044, -0.250], [-0.216, -0.781, -0.097], [-0.101, -0.021, -0.187], [-0.482, 0.099, 0.082], [0.194, 0.150, -0.026], [-0.391, -0.165, -0.230], [-0.045, 0.077, 0.079], [0.478, -0.188, 0.168], [-0.339, 1.161, 0.202], [-0.111, -0.788, 0.826], [-0.316, 0.177, -0.689], [0.534, -0.081, 0.771], [-0.232, 0.278, -0.307], [0.634, -0.526, -0.076], [-0.112, -0.486, -0.202], [0.090, 0.074, -0.324], [0.182, 0.003, 0.022], [-0.072, 0.142, -0.223], [0.664, -0.461, -0.370], [-1.536, 0.979, -0.904], [0.349, 0.302, -0.289], [-0.158, -0.145, 0.471], [0.410, -0.249, 0.274]],
  "lowdin_charge": [1.174, 0.029, -0.290, 0.074, -0.204, -0.002, -0.222, 0.082, -0.608, 0.037, -0.243, -0.616, 0.059, -0.243, 0.086, 0.120, 0.134, 0.073, -0.262, -0.009, -0.075, -0.058, -0.159, -0.027, -0.044, -0.142, 0.090, -0.171, 0.092, 0.125, 0.116, 0.091, 0.104, 0.107, 0.105, 0.013, 0.007, -0.082, -0.902, 0.072, 0.541, 0.057, 0.029, 0.104, -0.029, 0.012, -0.239, -0.183, -0.208, -0.252, -0.261]
}

{
  "formula": "C4H5F2N3",
  "method": "the ωB97M-V functional and the def2-TZVPD basis",
  "homo_energy_ha": -0.329,
  "homo_lumo_gap_ha": 0.3222,
  "de_lowest_kj_mol": 382.6,
  "e_lumo_ev": -0.18,
  "symbols": ["C", "C", "C", "C", "N", "N", "N", "F", "F", "H", "H", "H", "H", "H"],
  "coordinates": [[2.559, -0.878, -0.032], [1.185, -1.272, -0.094], [-1.797, 1.316, -0.139], [-1.552, -0.085, 0.122], [2.532, 0.363, 0.343], [1.394, 0.837, 0.415], [0.556, -0.128, 0.189], [-1.641, -0.535, 1.356], [-1.899, -0.993, -0.728], [3.405, -1.404, -0.246], [0.680, -2.189, -0.399], [-1.317, 1.477, -0.999], [-1.231, 1.952, 0.537], [-2.875, 1.540, -0.325]],
  "forces_ev_per_a": [[-4.429, -1.889, 0.082], [1.766, -0.013, -0.620], [-1.903, 0.181, 1.842], [3.830, -0.661, 2.214], [5.416, 1.791, -0.067], [-3.490, 2.402, 1.002], [-4.594, -1.681, -1.131], [-0.831, 0.057, -0.539], [0.093, 0.134, -0.121], [2.079, -1.250, -0.271], [0.193, 0.425, 0.247], [1.705, 0.756, -3.841], [-0.576, -0.143, 0.561], [0.740, -0.109, 0.641]],
  "lowdin_charge": [-0.163, -0.106, 0.026, -0.384, -0.065, -0.067, -0.051, 0.157, 0.206, 0.055, 0.097, 0.051, 0.111, 0.133]
}

{
  "formula": "CH5N4O2",
  "method": "the ωB97M-V functional and the def2-TZVPD basis",
  "homo_energy_ha": [-0.540, -0.540],
  "charge": 1,
  "homo_lumo_gap_ha": [0.2851, 0.2850],
  "de_lowest_kj_mol": 458.2,
  "e_lumo_ev": [-6.94, -6.94],
  "symbols": ["C", "N", "N", "N", "N", "O", "O", "H", "H", "H", "H", "H"],
  "coordinates": [[2.173, -0.013, -1.798], [3.003, -0.791, -2.135], [-1.147, 0.525, -0.077], [-0.764, 1.151, 2.063], [-1.145, 0.514, 1.176], [1.401, 0.642, -1.243], [-2.152, -1.207, 1.129], [-2.676, -1.460, 1.893], [3.830, -1.175, -2.645], [-0.504, 1.012, -0.715], [-1.540, -0.196, -0.689], [-0.479, 0.999, 3.040]],
  "forces_ev_per_a": [[3.305, -2.522, -0.693], [0.653, -0.260, -0.867], [0.336, 0.678, -2.829], [0.752, 1.449, -0.010], [-1.897, -4.331, 0.006], [-2.352, 1.808, 0.754], [1.763, 2.045, -0.646], [-0.193, 0.319, 0.838], [-1.700, 1.004, 0.782], [0.817, 0.894, 1.385], [-0.887, -0.524, 1.704], [-0.597, -0.560, -0.423]],
  "lowdin_charge": [-0.414, 0.235, 0.202, 0.315, -0.078, 0.104, -0.049, 0.036, 0.146, 0.144, 0.169, 0.190]
}

{
  "formula": "C3H7NO",
  "method": "the ωB97M-V functional and the def2-TZVPD basis",
  "homo_energy_ha": -0.309,
  "homo_lumo_gap_ha": 0.2133,
  "de_lowest_kj_mol": 899.9,
  "e_lumo_ev": -2.60,
  "symbols": ["C", "C", "C", "N", "O", "H", "H", "H", "H", "H", "H", "H"],
  "coordinates": [[0.775, -0.868, 1.085], [0.747, -0.352, -0.291], [-0.754, 0.535, -0.498], [-0.675, 1.733, -1.412], [-1.206, 0.822, 0.960], [0.192, -2.115, 1.362], [1.717, -0.436, 1.631], [-0.596, 0.139, 1.656], [1.716, 0.184, -0.131], [0.818, -1.123, -1.169], [-1.373, 1.701, -2.215], [-1.361, -0.222, -0.979]],
  "forces_ev_per_a": [[-0.318, -3.416, -0.826], [2.203, -1.830, 1.331], [-0.848, 3.754, -1.458], [-0.798, -3.006, 4.006], [2.703, -1.646, -1.333], [1.982, 4.375, -0.545], [-2.499, -1.182, -0.058], [-1.558, 1.990, -2.738], [-1.157, 0.730, -1.844], [-0.563, 1.565, 1.730], [1.225, -0.994, 1.096], [-0.371, -0.339, 0.640]],
  "lowdin_charge": [-0.072, -0.238, -0.366, 0.079, -0.168, 0.185, 0.095, 0.121, 0.093, 0.140, 0.036, 0.095]
}

{
  "formula": "C5H10ClN",
  "method": "the ωB97M-V functional and the def2-TZVPD basis",
  "homo_energy_ha": -0.321,
  "homo_lumo_gap_ha": 0.3560,
  "smiles": "C[C@H]1[C@@H](CCl)N1C",
  "de_lowest_kj_mol": 145.1,
  "e_lumo_ev": 0.96,
  "symbols": ["C", "C", "C", "C", "C", "H", "H", "H", "H", "H", "H", "H", "H", "H", "H", "N", "Cl"],
  "coordinates": [[0.912, 1.734, -0.512], [0.908, 0.832, 0.697], [0.086, -0.387, 0.716], [-0.820, -0.724, -0.405], [2.318, -1.015, -0.511], [0.306, 2.583, -0.195], [0.503, 1.305, -1.449], [1.902, 2.140, -0.635], [1.140, 1.294, 1.671], [-0.237, -0.769, 1.668], [-0.474, -0.247, -1.332], [-0.936, -1.803, -0.434], [3.346, -0.829, -0.370], [2.142, -2.066, -0.636], [2.177, -0.526, -1.485], [1.517, -0.468, 0.617], [-2.407, -0.026, -0.061]],
  "forces_ev_per_a": [[-0.758, 0.451, 0.711], [0.876, 0.199, -0.066], [0.232, -0.527, 0.410], [0.333, 0.260, -0.300], [-1.733, 1.395, -0.271], [-0.227, 0.146, -0.485], [0.485, 0.363, 0.658], [0.504, -0.010, -0.454], [-0.316, 0.191, -0.645], [-0.465, 0.022, 0.294], [-0.232, -0.851, 0.193], [-0.050, -0.032, -0.550], [1.289, -0.025, 0.876], [-0.112, -0.514, 0.136], [-0.637, -0.027, -0.052], [1.496, -1.224, -0.488], [-0.684, 0.184, 0.033]],
  "lowdin_charge": [-0.052, -0.297, -0.373, -0.568, -0.063, 0.081, 0.076, 0.073, 0.144, 0.129, 0.061, 0.081, 0.057, 0.075, 0.072, -0.079, 0.582]
}